Record 1
The following is a DFT calculation (ωB97M-V with the def2-TZVPD basis set) of a structure of composition CH3ClOS in a non-equilibrium geometry.

## Properties
Calculated total energy (hartree): -973.4327
Frontier orbital gap (hartree): 0.330

```
7
Properties=species:S:1:pos:R:3:forces:R:3
Cl -2.61871 -2.21826 0.39972 0.799 -0.064 0.068
S -0.53367 -2.49136 -0.07697 -0.889 2.610 -0.923
O -0.52613 -2.92286 -1.47540 0.363 0.211 0.787
C -0.06117 -0.16714 0.00973 -1.264 -4.338 1.214
H -0.91048 0.33917 0.29712 -2.050 1.046 -0.395
H 0.50154 -0.06199 -0.82157 1.218 0.689 -2.812
H 0.49355 -0.31655 0.85627 1.823 -0.155 2.060
```
Forces are in eV/Å.

Löwdin atomic charge list, values in e, 2 entries: number 1, Cl, carries 0.08; number 2, S, carries 0.59

---

Record 2
The following is a DFT calculation (ωB97M-V with the def2-TZVPD basis set) of a cluster of 2 separate species, CH3ClOS2 in total in a non-equilibrium geometry.

## Properties
Calculated total energy (hartree): -1371.5989
Frontier orbital gap (spin up / spin down) (hartree): 0.269 / 0.259

```
8
Properties=species:S:1:pos:R:3:forces:R:3
Cl -2.19556 0.82528 1.13079 -0.066 -0.177 -0.334
S 2.53952 -0.67749 1.03280 -0.890 0.174 -0.627
S -2.53591 0.24628 -0.83355 -0.588 1.012 0.443
O -1.77255 -0.93358 -1.16473 0.486 -0.839 -0.129
C 1.09056 0.11280 0.02716 2.619 -3.675 -0.870
H 0.33688 -0.73927 -0.10670 1.006 1.650 0.055
H 1.67069 0.40528 -0.91264 -1.670 0.289 1.361
H 0.86637 0.76071 0.82689 -0.897 1.566 0.102
```
Forces are in eV/Å.

Löwdin atomic charge list, values in e, 2 entries: number 1, Cl, carries 0.12; number 2, S, carries 0.44

---

Record 3
The following is a DFT calculation (ωB97M-V with the def2-TZVPD basis set) of a structure of composition CH3ClOSi in a non-equilibrium geometry.

## Properties
Calculated total energy (hartree): -864.7913
Frontier orbital gap (hartree): 0.349

```
7
Properties=species:S:1:pos:R:3:forces:R:3
Cl 1.84329 -0.74131 -1.20141 0.642 -0.234 -0.959
Si 0.59326 -0.47619 0.32045 -0.406 3.683 2.382
O -1.84602 0.04761 -1.18269 0.239 0.318 0.373
C -1.11157 0.58252 -0.39558 1.202 -1.423 0.156
H -1.26734 1.63622 -0.07854 0.059 -0.119 0.059
H 1.43249 0.68504 1.52368 -1.473 -1.979 -2.016
H 0.35589 -1.73389 1.01409 -0.263 -0.246 0.004
```
Forces are in eV/Å.

Löwdin atomic charge list, values in e, 2 entries: number 1, Cl, carries 0.25; number 2, Si, carries 0.20

---

Record 4
The following is a DFT calculation (ωB97M-V with the def2-TZVPD basis set) of the molecule CH3ClS2 in a non-equilibrium geometry.

## Properties
Calculated total energy (hartree): -1296.4438
Frontier orbital gap (hartree): 0.377

```
7
Properties=species:S:1:pos:R:3:forces:R:3
Cl -2.12123 0.00714 -0.11155 -0.305 0.226 0.297
S 0.55865 1.48654 0.14105 -0.358 -0.289 -0.596
S 0.24873 -1.57644 0.15255 0.137 -0.398 0.548
C -0.37611 0.01362 -0.41768 0.491 -0.103 -1.970
H -0.33313 -0.06694 -1.57194 0.265 0.863 1.953
H 0.50085 1.33928 1.47607 -0.227 -0.370 -0.132
H 1.52225 -1.20320 0.33150 -0.002 0.073 -0.100
```
Forces are in eV/Å.

Löwdin atomic charge list, values in e, 2 entries: number 1, Cl, carries 0.49; number 2, S, carries 0.63

---

Record 5
The following is a DFT calculation (ωB97M-V with the def2-TZVPD basis set) of a structure of composition CH3CuMgO in a non-equilibrium geometry.

## Properties
⟨S²⟩: 0.75
Calculated total energy (hartree): -1955.3181
Frontier orbital gap (spin up / spin down) (hartree): 0.220 / 0.292
Multiplicity: 2
Net charge: +1

```
7
Properties=species:S:1:pos:R:3:forces:R:3
Cu 0.24425 1.94867 0.43367 -1.239 -1.209 -0.367
Mg -3.61739 1.48559 0.12879 0.936 -0.267 -0.047
O 0.47000 -0.15482 -0.28460 2.174 -0.972 -0.264
C 1.28311 -1.08146 -0.17622 -2.007 0.668 0.675
H 1.33907 -1.87352 -0.94110 0.185 0.339 0.023
H 1.79045 -1.22863 0.79265 0.382 0.077 -0.441
H -1.50948 0.90417 0.04680 -0.430 1.364 0.421
```
Forces are in eV/Å.

Löwdin atomic charge list, values in e, 2 entries: number 1, Cu, carries 0.49; number 2, Mg, carries 0.63

---

Record 6
The following is a DFT calculation (ωB97M-V with the def2-TZVPD basis set) of a cluster of 2 separate species, CH3F in total in a non-equilibrium geometry.

## Properties
Calculated total energy (hartree): -139.5750
Frontier orbital gap (spin up / spin down) (hartree): 0.436 / 0.252

```
5
Properties=species:S:1:pos:R:3:forces:R:3
F 1.75410 -0.52953 1.03455 -1.104 0.382 -0.614
C -0.53486 0.10376 -0.22833 3.886 -2.618 -2.764
H -0.57745 -0.79656 0.34811 -0.430 -0.217 0.089
H 0.04626 0.17749 -1.20973 -1.071 -0.962 1.307
H -0.68804 1.04483 0.05540 -1.281 3.414 1.983
```
Forces are in eV/Å.

Löwdin atomic charge list, values in e, 2 entries: number 1, F, carries -0.26; number 2, C, carries 0.24

---

Record 7
The following is a DFT calculation (ωB97M-V with the def2-TZVPD basis set) of the molecule CH3F2N in a non-equilibrium geometry.

## Properties
Calculated total energy (hartree): -294.2843
Frontier orbital gap (hartree): 0.432

```
7
Properties=species:S:1:pos:R:3:forces:R:3
F 1.27281 1.06285 -0.15287 0.040 -0.525 -0.175
F -1.64455 0.73571 -0.12815 0.431 0.368 -0.476
N -0.59692 0.17812 0.65514 -1.023 -0.670 0.309
C 0.51465 -0.13083 -0.15351 0.961 1.052 -3.825
H 0.38558 -0.36534 -1.33210 -0.694 0.771 2.560
H 1.23037 -0.91456 0.06852 -0.555 -0.327 1.402
H -1.16194 -0.56595 1.04298 0.839 -0.668 0.205
```
Forces are in eV/Å.

Löwdin atomic charge list, values in e, 2 entries: number 1, F, carries -0.08; number 2, F, carries -0.10

---

Record 8
The following is a DFT calculation (ωB97M-V with the def2-TZVPD basis set) of the molecule CH3F2N3 in a non-equilibrium geometry.

## Properties
Calculated total energy (hartree): -403.7961
Frontier orbital gap (hartree): 0.405

```
9
Properties=species:S:1:pos:R:3:forces:R:3
F 0.30561 1.88218 -1.32258 0.710 -0.486 0.504
F -0.49017 -1.18991 1.60752 -0.344 0.439 -0.609
N -1.47941 -1.00406 -0.47239 -0.249 0.261 -0.666
N 1.15680 0.72800 -0.84679 -2.087 -0.353 -1.084
N 0.51825 0.16201 0.21178 0.653 0.660 1.287
C -0.60105 -0.67723 0.32188 1.550 -0.367 0.440
H -2.12946 -1.69097 -0.10607 0.105 0.010 0.057
H 0.75704 0.53177 1.12940 -0.146 0.023 -0.292
H 1.96240 1.25822 -0.52275 -0.192 -0.186 0.363
```
Forces are in eV/Å.

Löwdin atomic charge list, values in e, 2 entries: number 1, F, carries -0.16; number 2, F, carries 0.03

---

Which value of calculated total energy does entry 5 give?
-1955.3181 hartree

---

Look up the calculated total energy of the seventh one.
-294.2843 hartree

---

Repeat the fifth record exactly.
The following is a DFT calculation (ωB97M-V with the def2-TZVPD basis set) of a structure of composition CH3CuMgO in a non-equilibrium geometry.

## Properties
⟨S²⟩: 0.75
Calculated total energy (hartree): -1955.3181
Frontier orbital gap (spin up / spin down) (hartree): 0.220 / 0.292
Multiplicity: 2
Net charge: +1

```
7
Properties=species:S:1:pos:R:3:forces:R:3
Cu 0.24425 1.94867 0.43367 -1.239 -1.209 -0.367
Mg -3.61739 1.48559 0.12879 0.936 -0.267 -0.047
O 0.47000 -0.15482 -0.28460 2.174 -0.972 -0.264
C 1.28311 -1.08146 -0.17622 -2.007 0.668 0.675
H 1.33907 -1.87352 -0.94110 0.185 0.339 0.023
H 1.79045 -1.22863 0.79265 0.382 0.077 -0.441
H -1.50948 0.90417 0.04680 -0.430 1.364 0.421
```
Forces are in eV/Å.

Löwdin atomic charge list, values in e, 2 entries: number 1, Cu, carries 0.49; number 2, Mg, carries 0.63

---

Which formula does entry 1 have?
CH3ClOS